# 1
The following is a quantum chemistry calculation of a structure of composition C51H54AsBrN8O2PbSSi2 in a non-equilibrium geometry, from OMol25.

```
! RIJCOSX wB97M-V def2-TZVPD def2/J DEFGRID3
* xyz -2 1
Pb -0.494 0.465 -0.944
C 3.180 1.614 3.464
C 4.028 0.563 2.996
C 4.129 0.336 1.664
C 3.378 1.122 0.743
N 2.616 2.191 1.226
C 2.540 2.387 2.544
C 3.303 1.008 -0.623
C 4.049 0.160 -1.485
C 3.809 0.136 -2.819
C 2.752 0.953 -3.342
C 2.124 1.820 -2.512
N 2.429 1.964 -1.200
H 3.064 1.806 4.520
H 4.571 -0.041 3.713
H 4.784 -0.434 1.276
H 1.939 3.233 2.844
H 4.838 -0.438 -1.051
H 4.380 -0.492 -3.489
H 2.469 0.895 -4.383
H 1.343 2.461 -2.882
C -0.842 1.536 3.068
Si -1.083 2.034 1.202
C -2.987 2.381 1.087
C -0.353 3.833 1.408
C -1.103 4.688 2.223
C -0.664 5.934 2.621
C 0.560 6.387 2.167
C 1.296 5.575 1.327
C 0.891 4.294 0.952
Si 2.210 3.431 -0.175
C 4.010 4.171 0.035
C 1.731 4.605 -1.684
H -0.749 2.420 3.693
H 0.052 0.939 3.207
H -1.678 0.954 3.442
H -3.435 2.912 1.926
H -3.511 1.436 0.980
H -3.210 2.946 0.187
H -2.069 4.359 2.573
H -1.269 6.550 3.279
H 0.939 7.358 2.471
H 2.242 5.945 0.962
H 4.236 5.026 -0.596
H 4.735 3.397 -0.201
H 4.192 4.458 1.065
H 1.797 5.647 -1.374
H 0.707 4.445 -2.006
H 2.372 4.488 -2.556
S -1.918 -1.877 -0.845
C -0.935 -3.275 -1.171
C -1.533 -4.316 -1.893
C -0.879 -5.501 -2.136
C 0.409 -5.688 -1.655
C 1.011 -4.667 -0.941
C 0.375 -3.454 -0.696
As 1.286 -2.005 0.282
C 3.076 -2.638 -0.232
C 4.064 -2.905 0.703
C 5.300 -3.396 0.314
C 5.562 -3.639 -1.024
C 4.587 -3.367 -1.971
C 3.366 -2.851 -1.578
C 1.293 -2.851 2.067
C 1.619 -2.042 3.151
C 1.523 -2.522 4.442
C 1.096 -3.821 4.672
C 0.794 -4.642 3.601
C 0.886 -4.154 2.308
H -2.537 -4.157 -2.257
H -1.364 -6.288 -2.701
H 0.935 -6.618 -1.830
H 2.017 -4.828 -0.565
H 3.855 -2.742 1.755
H 6.062 -3.592 1.060
H 6.522 -4.044 -1.323
H 4.785 -3.558 -3.018
H 2.600 -2.639 -2.315
H 1.913 -1.017 2.962
H 1.746 -1.871 5.275
H 0.984 -4.187 5.685
H 0.460 -5.660 3.770
H 0.614 -4.794 1.477
C -4.281 -1.427 2.048
C -3.157 -2.316 2.583
C -3.207 -3.698 1.928
C -3.241 -2.446 4.110
C -1.875 -1.725 2.275
N -0.836 -1.282 2.099
H -5.239 -1.919 2.210
H -4.163 -1.239 0.984
H -4.290 -0.466 2.555
H -4.150 -4.185 2.170
H -2.384 -4.318 2.281
H -3.124 -3.595 0.850
H -4.198 -2.886 4.387
H -3.153 -1.469 4.582
H -2.438 -3.082 4.482
N -3.651 3.082 -4.776
N -2.740 3.120 -3.751
N -2.849 3.905 -2.701
C -1.745 3.598 -2.031
N -1.014 2.687 -2.671
N -1.654 2.393 -3.766
H -4.589 3.212 -4.403
H -3.570 2.163 -5.212
H -1.467 4.028 -1.094
Br -6.947 0.424 -2.575
C -5.450 0.082 -3.700
C -5.689 -0.038 -5.059
C -4.621 -0.267 -5.911
C -3.334 -0.386 -5.399
C -3.112 -0.253 -4.041
C -4.172 0.002 -3.172
C -3.866 0.304 -1.695
O -4.694 -0.022 -0.855
O -2.805 0.963 -1.547
H -6.698 0.051 -5.439
H -4.798 -0.347 -6.976
H -2.501 -0.574 -6.063
H -2.120 -0.319 -3.617
*
```

HOMO energy, eV: -0.105
Kohn-Sham gap, eV: 3.97
F_max, eV Å⁻¹: 2.1
Energy above the lowest of the compared OMol25 structures with the same formula, charge and spin, eV: 0.000


# 2
The following is a quantum chemistry calculation of a cluster of 7 separate species, C51H54BNO17PS2 in total in a non-equilibrium geometry, from OMol25.

```
! RIJCOSX wB97M-V def2-TZVPD def2/J DEFGRID3
* xyz 1 1
C 3.739 4.310 -0.237
C 4.076 2.890 -0.736
C 5.441 2.911 -1.465
C 3.055 2.349 -1.734
C 1.668 1.929 -1.196
C 1.588 1.862 0.335
C 0.648 2.979 -1.629
O -0.699 2.623 -1.320
C -1.338 1.720 -2.164
N -0.978 1.859 -3.615
P 0.309 1.023 -4.504
S -0.323 0.117 -6.072
C -1.776 2.644 -4.247
C -2.860 3.173 -3.361
S -2.147 4.827 -2.967
C -4.184 3.436 -4.074
B -5.386 3.846 -3.118
O -6.571 3.256 -3.375
O -5.284 4.739 -2.057
C -2.842 2.088 -2.261
C -3.400 2.462 -0.903
C -3.522 0.783 -2.825
C -4.428 0.066 -1.842
O -5.659 0.119 -1.924
O -3.829 -0.674 -0.874
H 2.834 4.715 -0.674
H 4.531 5.009 -0.468
H 3.653 4.304 0.844
H 4.217 2.228 0.107
H 5.295 3.091 -2.524
H 6.104 3.650 -1.038
H 5.947 1.957 -1.360
H 3.523 1.514 -2.248
H 2.931 3.128 -2.485
H 1.380 0.946 -1.559
H 0.641 1.425 0.622
H 1.660 2.861 0.745
H 2.394 1.271 0.752
H 0.755 3.293 -2.666
H 0.862 3.856 -1.031
H -1.196 0.671 -1.929
H 1.245 2.040 -4.738
H 0.777 0.132 -3.540
H -1.721 2.883 -5.303
H -1.823 4.746 -1.673
H -4.449 2.605 -4.716
H -4.005 4.272 -4.750
H -7.218 3.544 -2.726
H -5.197 5.633 -2.388
H -4.482 2.527 -0.950
H -3.061 3.437 -0.589
H -3.152 1.717 -0.162
H -2.783 0.063 -3.170
H -4.149 0.999 -3.676
H -2.873 -0.610 -0.962
C 1.004 -1.921 -0.030
C 1.819 -2.862 0.437
C 1.771 -4.253 -0.088
O 2.510 -5.108 0.334
C 0.777 -4.544 -1.157
C -0.031 -3.594 -1.623
C 0.027 -2.215 -1.093
O -0.718 -1.346 -1.533
H 1.024 -0.908 0.343
H 2.545 -2.659 1.213
H 0.754 -5.561 -1.527
H -0.760 -3.781 -2.401
C 4.031 -4.427 4.924
C 4.331 -3.716 3.841
C 3.951 -2.293 3.726
O 4.179 -1.661 2.710
C 3.248 -1.671 4.872
C 2.952 -2.370 5.962
C 3.314 -3.810 6.071
O 3.023 -4.455 7.053
H 4.278 -5.475 5.013
H 4.838 -4.148 2.987
H 2.983 -0.626 4.765
H 2.429 -1.932 6.803
C 0.141 7.082 -8.325
C -0.203 5.815 -8.105
C -1.134 5.464 -7.013
O -1.448 4.305 -6.787
C -1.672 6.556 -6.180
C -1.331 7.824 -6.386
C -0.394 8.188 -7.484
O -0.079 9.336 -7.682
H 0.821 7.369 -9.116
H 0.175 4.995 -8.702
H -2.351 6.245 -5.398
H -1.709 8.639 -5.782
C 2.111 -8.888 3.296
C 0.981 -9.583 3.231
C -0.125 -9.342 4.191
O -1.162 -9.968 4.124
C 0.078 -8.301 5.229
C 1.208 -7.604 5.294
C 2.307 -7.841 4.326
O 3.324 -7.180 4.367
H 2.928 -9.038 2.602
H 0.809 -10.346 2.482
H -0.743 -8.143 5.918
H 1.380 -6.835 6.038
C 0.266 1.660 5.139
C 0.290 2.913 4.697
C 0.997 3.982 5.449
O 1.020 5.121 5.042
C 1.675 3.595 6.713
C 1.650 2.341 7.155
C 0.946 1.274 6.401
O 0.927 0.127 6.790
H -0.244 0.865 4.608
H -0.198 3.217 3.780
H 2.183 4.389 7.245
H 2.137 2.037 8.073
C -3.814 -4.677 1.592
C -2.547 -4.899 1.256
C -1.814 -6.090 1.754
O -0.655 -6.284 1.447
C -2.549 -7.027 2.639
C -3.817 -6.806 2.977
C -4.551 -5.615 2.481
O -5.703 -5.410 2.784
H -4.368 -3.816 1.242
H -1.992 -4.230 0.610
H -2.003 -7.892 2.990
H -4.370 -7.477 3.622
*
```

HOMO energy, eV: -11.537
Kohn-Sham gap, eV: 7.43
F_max, eV Å⁻¹: 3.2


# 3
The following is a quantum chemistry calculation of the ion C51H55FN3OSi with charge +1 in a non-equilibrium geometry, from OMol25.

```
! RIJCOSX wB97M-V def2-TZVPD def2/J DEFGRID3
* xyz 1 1
C 5.712 2.899 3.070
Si 5.891 1.241 3.891
C 7.571 0.495 3.628
C 5.404 1.335 5.683
O 4.897 0.134 3.127
C 3.520 -0.124 2.996
C 3.062 -1.167 4.045
C 3.992 -1.981 4.687
C 3.554 -2.962 5.579
C 2.189 -3.143 5.807
C 1.257 -2.321 5.171
C 1.698 -1.312 4.308
C 2.720 1.188 3.038
C 2.172 1.628 4.247
C 1.471 2.839 4.291
C 1.347 3.623 3.145
C 1.974 3.215 1.961
C 2.698 2.022 1.922
C 3.431 -0.865 1.606
C 4.208 -2.197 1.553
C 3.184 -3.331 1.621
C 1.819 -2.698 1.337
N 2.074 -1.258 1.314
C 1.093 -0.420 0.990
C -0.222 -0.798 1.119
C -1.064 -0.625 -0.085
C -2.611 -0.430 0.400
C -3.358 0.778 0.256
C -4.712 0.847 0.610
C -5.345 -0.228 1.256
C -4.570 -1.336 1.579
C -3.215 -1.402 1.217
H 6.599 3.497 3.335
H 5.673 2.799 1.978
H 4.818 3.443 3.399
H 8.352 1.169 4.007
H 7.657 -0.466 4.153
H 7.756 0.315 2.559
H 6.274 1.704 6.246
H 4.572 2.034 5.829
H 5.112 0.355 6.088
H 5.060 -1.841 4.494
H 4.293 -3.580 6.085
H 1.845 -3.922 6.490
H 0.182 -2.439 5.340
H 0.981 -0.619 3.855
H 2.275 1.020 5.153
H 1.018 3.154 5.236
H 0.781 4.551 3.172
H 1.909 3.826 1.059
H 3.241 1.738 1.016
H 3.813 -0.186 0.823
H 4.683 -2.227 0.567
H 4.996 -2.272 2.296
H 3.374 -4.110 0.878
H 3.154 -3.806 2.605
H 1.393 -3.019 0.371
H 1.073 -2.955 2.104
H 1.306 0.554 0.553
H -0.579 -1.398 1.980
H -0.828 0.311 -0.640
H -2.901 1.675 -0.178
H -5.305 1.745 0.365
H -6.406 -0.179 1.484
H -5.036 -2.183 2.083
H -2.624 -2.252 1.565
F -3.422 2.651 -3.060
C -3.076 1.485 -3.824
C -3.852 1.559 -5.156
C -4.555 2.710 -5.526
C -5.361 2.708 -6.666
C -5.469 1.544 -7.445
C -4.728 0.411 -7.104
C -3.907 0.424 -5.974
C -1.554 1.517 -3.966
C -0.927 1.468 -5.211
C 0.474 1.439 -5.283
C 1.241 1.513 -4.124
C 0.607 1.658 -2.879
C -0.786 1.714 -2.811
C -3.629 0.302 -2.971
C -5.169 0.445 -2.792
C -5.805 -0.849 -3.288
C -4.683 -1.810 -3.643
N -3.407 -1.095 -3.484
C -2.350 -1.835 -2.996
C -2.520 -2.774 -1.937
C -1.526 -2.778 -0.996
N -0.734 -1.661 -0.998
C -0.151 -1.450 -2.261
C -1.022 -1.451 -3.321
H -4.474 3.613 -4.909
H -5.908 3.616 -6.931
H -6.124 1.541 -8.314
H -4.791 -0.496 -7.714
H -3.298 -0.440 -5.707
H -1.533 1.457 -6.114
H 0.945 1.365 -6.267
H 2.333 1.468 -4.184
H 1.205 1.732 -1.967
H -1.277 1.940 -1.861
H -3.119 0.389 -1.993
H -5.352 0.588 -1.717
H -5.551 1.321 -3.320
H -6.440 -1.285 -2.505
H -6.437 -0.662 -4.167
H -4.725 -2.703 -3.006
H -4.740 -2.151 -4.685
H -3.443 -3.313 -1.744
H -1.434 -3.470 -0.175
H 0.918 -1.354 -2.413
H -0.797 -1.079 -4.312
*
```

HOMO energy, eV: -9.612
Kohn-Sham gap, eV: 4.75
F_max, eV Å⁻¹: 4.7
Energy above the lowest of the compared OMol25 structures with the same formula, charge and spin, eV: 3.709


# 4
The following is a quantum chemistry calculation of a structure of composition C51H55GeN5O8Pb, from OMol25.

```
! RIJCOSX wB97M-V def2-TZVPD def2/J DEFGRID3
* xyz -2 1
Pb 0.360 0.489 -0.734
C 2.231 2.014 -5.426
C 2.106 2.085 -3.929
O 0.835 1.994 -3.477
C 3.181 2.251 -3.150
C 3.377 2.335 -1.695
C 4.707 2.912 -1.274
N 2.533 1.935 -0.813
N 3.024 2.005 0.484
C 2.074 2.068 1.402
O 0.843 2.232 1.247
C 2.590 1.875 2.810
C 3.775 1.189 3.059
C 4.180 0.942 4.364
C 3.403 1.378 5.431
C 2.217 2.058 5.187
C 1.813 2.302 3.881
H 1.932 1.023 -5.773
H 3.251 2.206 -5.758
H 1.556 2.738 -5.889
H 4.109 2.357 -3.702
H 5.380 2.990 -2.127
H 5.152 2.306 -0.486
H 4.566 3.906 -0.842
H 4.355 0.834 2.218
H 5.092 0.385 4.545
H 3.709 1.167 6.450
H 1.589 2.368 6.014
H 0.872 2.792 3.665
O -2.502 -1.383 0.737
H -2.439 -1.974 -0.020
H -2.503 -0.497 0.327
C -3.574 1.170 2.576
C -3.227 0.107 3.603
N -2.606 0.653 4.811
C -3.448 1.479 5.665
C -3.066 2.952 5.620
C -1.369 0.357 5.285
O -1.017 0.715 6.407
C -0.408 -0.389 4.412
C 0.437 -1.315 5.009
C 1.374 -1.965 4.230
C 1.440 -1.649 2.878
N 0.662 -0.741 2.304
C -0.236 -0.122 3.060
H -4.021 0.693 1.705
H -2.695 1.719 2.238
H -4.291 1.894 2.974
H -2.581 -0.647 3.160
H -4.140 -0.412 3.920
H -3.373 1.112 6.691
H -4.477 1.341 5.325
H -2.054 3.083 5.998
H -3.747 3.543 6.238
H -3.107 3.332 4.599
H 0.360 -1.488 6.075
H 2.064 -2.682 4.658
H 2.166 -2.128 2.230
H -0.800 0.659 2.561
O -2.778 3.145 0.040
C -3.248 2.120 -0.453
O -2.691 1.015 -0.703
C -4.742 2.170 -0.827
C -5.444 3.368 -0.782
C -6.792 3.423 -1.117
C -7.465 2.272 -1.493
C -6.750 1.088 -1.517
C -5.410 1.008 -1.193
N -7.467 -0.152 -1.915
O -6.847 -1.197 -1.906
O -8.640 -0.047 -2.243
H -4.892 4.249 -0.478
H -7.325 4.366 -1.086
H -8.512 2.276 -1.759
H -4.872 0.072 -1.209
Ge 2.728 -1.422 -1.111
C 2.644 -3.232 -1.994
C 3.016 -3.419 -3.330
C 2.912 -4.658 -3.953
C 2.443 -5.759 -3.251
C 2.071 -5.605 -1.922
C 2.159 -4.357 -1.317
C 4.279 -1.718 0.125
C 4.393 -2.817 0.980
C 5.441 -2.941 1.886
C 6.409 -1.950 1.968
C 6.320 -0.847 1.129
C 5.273 -0.739 0.222
H 3.551 -0.718 -2.260
H 3.398 -2.572 -3.890
H 3.203 -4.764 -4.993
H 2.362 -6.726 -3.735
H 1.692 -6.453 -1.362
H 1.824 -4.255 -0.288
H 3.652 -3.610 0.938
H 5.496 -3.809 2.534
H 7.221 -2.034 2.682
H 7.065 -0.060 1.186
H 5.215 0.133 -0.419
C -1.843 1.447 -3.938
C -0.857 0.279 -3.996
C -0.524 0.023 -5.481
C 0.406 0.605 -3.170
C -1.481 -1.010 -3.459
C -2.857 -1.169 -3.313
C -3.407 -2.377 -2.907
C -2.585 -3.461 -2.628
C -1.209 -3.321 -2.764
C -0.670 -2.112 -3.183
H -1.334 2.364 -4.231
H -2.233 1.576 -2.929
H -2.681 1.286 -4.623
H -0.201 0.950 -5.957
H -1.401 -0.348 -6.020
H 0.273 -0.718 -5.576
H 1.226 -0.033 -3.522
H -3.515 -0.336 -3.509
H -4.481 -2.459 -2.790
H -3.010 -4.402 -2.300
H -0.545 -4.148 -2.549
H 0.404 -2.036 -3.294
*
```

HOMO energy, eV: -1.787
Kohn-Sham gap, eV: 5.26
F_max, eV Å⁻¹: 0.5
Energy above the lowest of the compared OMol25 structures with the same formula, charge and spin, eV: 1.438